[1]
{
  "formula": "C4H9NO",
  "method": "ωB97M-V with the def2-TZVPD basis set",
  "gap_ha": 0.314,
  "lumo_ev": 0.781,
  "relative_energy_kcal_mol": 134.5,
  "smiles": "C=CN.C=CO",
  "species": ["O", "H", "H", "H", "H", "N", "H", "H", "C", "H", "C", "H", "C", "H", "C"],
  "xyz": [[2.050, -0.546, -0.156], [0.670, 1.450, -0.853], [1.153, -0.007, -0.082], [-0.507, -2.026, -0.433], [-1.063, 0.855, 1.611], [0.361, 1.573, 0.196], [0.577, 2.545, 0.406], [-2.142, 2.306, -1.013], [-1.022, 1.229, 0.512], [0.865, -3.368, -0.827], [0.493, -2.464, -0.207], [-3.068, 0.847, -0.059], [-2.133, 1.545, -0.244], [2.239, -2.238, 0.871], [1.528, -1.701, 0.279]]
}

---

[2]
{
  "formula": "C2H3IN2O2",
  "method": "ωB97M-V with the def2-TZVPD basis set",
  "gap_ha": 0.294,
  "lumo_ev": -0.078,
  "relative_energy_kcal_mol": 158.3,
  "species": ["H", "H", "C", "N", "N", "O", "C", "H", "O", "I"],
  "xyz": [[-2.074, -1.539, 0.469], [-2.223, 0.122, 0.007], [-1.591, -0.684, 0.061], [2.185, 1.683, 0.364], [2.859, 1.473, 1.211], [-0.712, -0.716, -1.094], [-0.208, -0.307, 0.330], [-0.744, 0.032, -1.815], [1.381, 1.967, -0.407], [1.127, -2.032, 0.872]]
}

---

[3]
{
  "formula": "C32H40FeN4S",
  "method": "ωB97M-V with the def2-TZVPD basis set",
  "gap_ha": [0.292, 0.205],
  "spin_multiplicity": 6,
  "lumo_ev": [-2.736, -5.086],
  "charge": 1,
  "relative_energy_kcal_mol": 0.0,
  "species": ["C", "H", "C", "H", "H", "H", "H", "H", "H", "H", "Fe", "C", "C", "H", "N", "H", "H", "H", "C", "H", "H", "H", "H", "C", "H", "C", "H", "C", "H", "H", "C", "C", "S", "H", "C", "H", "H", "C", "C", "H", "C", "C", "H", "H", "C", "H", "C", "N", "N", "C", "C", "C", "H", "H", "H", "C", "C", "C", "C", "C", "H", "H", "H", "C", "C", "H", "N", "H", "H", "C", "H", "H", "C", "C", "C", "H", "C", "H"],
  "xyz": [[-2.037, 1.095, -1.248], [-2.734, -1.767, -1.236], [-1.994, 2.510, 0.441], [-2.250, 4.483, 3.241], [-1.902, -4.691, -3.345], [2.956, 3.491, 4.220], [-3.872, 1.878, -2.201], [0.309, -5.185, -4.297], [1.905, 1.829, 2.734], [-0.736, 4.926, 0.595], [0.281, 0.336, -0.052], [-0.260, -1.917, -2.318], [-1.491, -2.623, 2.386], [-3.925, -3.651, -0.349], [1.964, -0.433, 2.769], [3.670, -2.038, -3.987], [2.568, -0.788, -4.569], [4.221, 3.300, -0.551], [-1.563, 0.016, -2.013], [-4.780, -2.429, -2.429], [-3.157, -4.768, -1.467], [4.622, 5.077, 3.323], [-3.476, 3.402, 2.573], [4.525, 4.295, 1.329], [2.183, -3.641, -3.897], [0.823, -1.161, 2.655], [0.945, -1.971, 4.644], [-2.705, -2.671, -1.848], [-2.100, -0.282, -2.908], [-2.194, -4.014, -0.204], [4.167, 4.346, 2.669], [3.014, -2.010, -1.349], [2.369, 1.285, -0.141], [-0.184, 1.554, 2.288], [3.133, -1.132, -3.703], [-1.519, -1.741, 0.444], [-3.650, -1.675, -3.558], [1.201, -3.402, -3.511], [-2.616, 4.024, 2.323], [3.881, -0.378, -3.457], [2.226, -1.371, -2.498], [2.991, 2.466, 0.994], [3.915, -1.441, -1.115], [-2.951, 4.828, 1.667], [3.229, 3.455, 3.173], [3.313, -3.021, -1.633], [-3.009, -3.843, -0.909], [-1.340, 1.463, -0.092], [0.128, -1.083, 1.505], [1.020, -2.223, -2.800], [-1.494, 3.206, 1.679], [0.152, -4.275, -3.733], [2.415, -0.124, 1.917], [0.064, 4.648, 2.148], [2.412, -2.103, -0.439], [0.370, -1.948, 3.730], [-0.783, -2.674, 3.593], [3.947, 3.355, 0.494], [-1.002, -1.825, 1.393], [-0.993, 2.173, 2.693], [-2.398, -3.187, 2.230], [-3.839, -3.419, -3.541], [-1.798, 1.503, 2.999], [-0.359, 4.157, 1.270], [-3.143, 1.932, -1.409], [0.444, 3.627, 0.753], [-0.509, -0.681, -1.627], [-3.843, 3.587, -0.127], [2.574, -0.643, 3.541], [2.637, 2.521, 2.342], [-0.604, 2.674, 3.580], [-1.139, -3.283, 4.413], [-3.805, -2.535, -2.904], [-3.125, 2.811, -0.332], [-1.091, -3.987, -3.205], [5.258, 4.984, 0.934], [-1.325, -2.825, -2.476], [1.869, -0.385, -2.201]]
}

---

[4]
{
  "formula": "C37H67BFeN7O3",
  "method": "ωB97M-V with the def2-TZVPD basis set",
  "gap_ha": [0.338, 0.314],
  "spin_multiplicity": 5,
  "lumo_ev": [-1.596, -2.221],
  "charge": 1,
  "species": ["H", "H", "C", "H", "H", "C", "H", "H", "H", "H", "C", "H", "C", "N", "H", "H", "H", "H", "H", "H", "H", "C", "H", "H", "H", "C", "C", "H", "C", "H", "C", "H", "N", "Fe", "H", "C", "C", "C", "H", "C", "H", "H", "H", "C", "H", "H", "H", "H", "C", "H", "H", "C", "O", "H", "H", "C", "H", "C", "C", "N", "H", "C", "C", "N", "C", "H", "H", "C", "H", "C", "C", "H", "H", "C", "C", "H", "C", "H", "H", "C", "H", "H", "C", "H", "N", "B", "C", "H", "O", "H", "H", "H", "N", "C", "C", "H", "H", "C", "H", "O", "H", "C", "H", "H", "H", "C", "H", "H", "H", "C", "H", "N", "H", "H", "H", "H"],
  "xyz": [[-0.133, -4.965, -3.390], [2.764, 4.875, -1.265], [-3.617, 1.734, -1.239], [3.489, -0.517, -5.830], [0.267, 4.041, 4.338], [-4.110, 2.476, -2.487], [-4.151, 2.127, -0.366], [0.439, 4.899, -0.935], [0.889, 1.628, -4.098], [4.760, 1.587, 2.061], [0.617, 4.516, -3.034], [4.270, -1.235, 1.736], [0.517, 3.080, 4.790], [0.009, 1.621, -1.020], [2.090, 1.648, 4.405], [-3.276, -1.626, 3.272], [-1.266, -4.487, 1.172], [6.149, 1.286, -0.751], [2.425, 3.442, -0.295], [-0.096, 1.018, 6.667], [2.895, 0.195, -3.586], [0.857, -3.018, 2.999], [2.770, 3.295, -2.026], [1.391, -4.978, 1.140], [-5.164, 2.269, -2.658], [-1.364, -3.475, -2.405], [2.282, 3.899, -1.268], [3.126, -1.956, -4.878], [1.385, 1.041, -4.867], [2.005, 2.957, 3.227], [1.405, 2.274, 3.828], [0.467, -2.637, -4.613], [1.238, -1.012, 0.563], [-1.155, -0.981, 0.360], [1.223, -2.488, 3.875], [-2.213, -4.207, 1.626], [0.410, -2.067, -3.709], [-3.412, 0.930, 2.401], [-3.553, 2.144, -3.361], [-2.798, -2.940, -2.477], [-3.011, 0.844, 3.414], [-3.448, -0.317, -0.594], [2.340, -3.992, 0.027], [2.138, -1.656, 1.302], [0.634, 0.706, -5.579], [-1.366, -4.248, -4.431], [-2.070, -4.096, 2.704], [-4.461, 1.236, 2.465], [-3.874, -1.385, 2.381], [-0.374, -1.020, 4.903], [-2.849, 1.673, 1.841], [0.801, 4.078, -1.572], [-0.695, -0.319, 2.534], [-1.214, -3.880, -1.395], [3.379, 2.536, 1.507], [4.335, 2.108, 1.207], [-2.955, -4.989, 1.437], [-3.916, -2.565, 1.411], [-3.908, 0.248, -1.406], [-0.193, -1.411, -1.681], [2.107, 1.667, -5.388], [5.479, 0.516, -0.375], [-0.392, -2.349, -2.605], [-1.214, 1.051, -0.856], [1.105, -0.914, -3.384], [-1.974, 4.150, -1.486], [0.628, -4.040, 3.292], [-0.795, 2.375, 5.142], [1.127, -0.109, 5.051], [1.544, -3.965, 0.768], [-1.154, -4.596, -3.422], [-1.423, 2.333, 4.249], [1.199, 5.413, -3.236], [4.143, 1.144, 0.029], [3.139, 0.099, 0.394], [5.960, 0.037, 0.473], [-2.144, 1.979, -1.079], [-3.989, 3.552, -2.391], [-4.900, -1.141, 2.691], [2.087, -0.166, -4.231], [2.032, 1.255, -1.896], [-2.970, -2.260, -1.646], [-0.639, 0.968, 5.721], [-1.323, 2.986, 5.875], [0.643, 1.429, 2.940], [1.215, 0.665, -1.294], [-1.512, 3.198, -1.313], [-4.437, -2.244, 0.502], [-3.292, -0.290, 1.701], [0.571, 1.669, 1.959], [-3.510, -3.760, -2.421], [0.634, -3.607, 0.283], [0.712, -0.531, -2.149], [0.070, -0.031, 4.787], [2.699, -1.056, -5.313], [-1.640, 0.589, 5.941], [3.765, 1.709, -0.822], [1.919, -3.011, 1.905], [0.949, 3.729, -3.707], [-2.617, -2.989, 1.017], [-3.493, -0.086, -2.353], [3.353, -0.970, 1.246], [-4.981, 0.064, -1.409], [-4.465, -3.392, 1.869], [5.334, -0.229, -1.153], [-0.149, 2.940, -1.292], [-1.821, -5.428, -3.206], [1.086, 3.283, 5.697], [1.953, -1.346, -6.047], [-0.030, 0.347, 3.330], [-2.961, -2.411, -3.413], [1.845, 0.049, -0.012], [5.006, 2.918, 0.929], [2.873, -3.331, 2.342], [-0.046, -2.533, 2.634], [-0.428, 4.728, -3.243]]
}

---

| no. | E (eV) |
| --- | --- |
| 1 | -7826.489 |
| 2 | -17291.635 |
| 3 | -85012.465 |
| 4 | -91092.114 |